[1]
10
Properties=species:S:1:pos:R:3:forces:R:3 method="wB97M-V/def2-TZVPD" smiles="NCC(=O)O" total_charge=0 e_above_lowest_ev=2.616
C -0.133689 0.567262 -0.241575 -4.634 0.045 3.544
C -0.982052 -0.754118 -0.528079 3.194 -0.266 1.440
H 0.913294 0.762094 1.764596 -1.342 -0.288 -3.110
H 1.846435 0.256223 0.429546 -2.165 1.256 0.401
H -0.800918 1.315128 0.269794 -1.073 -1.244 -0.147
H -0.206920 1.185572 -1.044090 1.361 1.282 -3.381
H 0.745486 -1.369072 -0.171992 -3.255 -2.868 0.572
N 0.890694 0.714467 0.674723 6.494 -1.854 2.006
O -0.210513 -1.914968 -0.165642 2.232 4.263 -1.067
O -2.061817 -0.762589 -0.987282 -0.812 -0.327 -0.257

=====

[2]
140
Properties=species:S:1:pos:R:3:forces:R:3 method="wB97M-V/def2-TZVPD" total_charge=-1 e_above_lowest_ev=0.460
Zn 22.700103 20.722148 17.295398 -1.054 -0.955 0.053
Cd 17.104567 22.307367 12.016780 1.489 1.092 -0.209
C 24.987440 17.438674 16.665939 -1.067 2.476 0.208
C 24.122146 18.446816 17.091764 -0.185 -1.687 0.538
C 23.481206 18.394660 18.518448 1.929 -1.262 0.702
O 22.836511 19.422978 18.916896 -0.389 0.961 -0.764
C 23.811148 17.309862 19.329300 -1.854 1.631 -1.136
C 24.557693 16.223210 18.847416 0.567 -0.926 2.145
C 25.257405 16.355099 17.500799 1.346 -2.631 -0.324
O 26.035389 15.452882 17.148983 -0.471 0.571 0.433
O 24.739417 15.271752 19.629868 0.223 0.195 -1.584
O 23.689861 19.399320 16.365122 0.915 0.598 -0.842
H 25.567049 17.543586 15.759532 -0.234 -0.065 -0.194
H 23.292609 17.143391 20.263585 0.171 0.294 0.192
C 20.868849 22.452159 13.977060 -2.086 -1.034 -0.646
C 21.266762 21.638133 15.018077 3.036 0.457 0.034
C 20.493348 20.409993 15.522461 -0.786 0.517 1.302
O 20.796265 19.821588 16.598068 1.260 0.852 -0.891
C 19.324310 20.084315 14.879266 -1.432 0.143 -1.421
C 18.793129 20.874187 13.839992 1.834 0.657 -0.228
C 19.613745 22.174537 13.388942 0.664 0.517 0.854
O 19.088017 22.958068 12.544989 1.046 -0.510 0.714
O 17.788000 20.685827 13.137289 -0.012 -1.740 1.369
O 22.441135 21.888351 15.508077 -1.201 -0.666 1.126
H 21.483486 23.257614 13.607883 0.031 0.093 0.181
H 18.780535 19.234916 15.271922 -0.179 0.009 -0.205
C 14.505859 19.041113 12.681709 0.595 1.260 -0.366
F 14.155248 17.791985 12.473201 0.147 -0.105 -0.034
F 13.484471 19.737099 13.145093 -0.286 -0.167 -0.010
F 15.490310 19.146682 13.564011 -0.020 -0.486 -0.169
S 15.136188 19.812308 11.026072 1.601 -0.059 0.094
O 16.434453 19.218113 10.773245 -0.460 0.558 0.754
O 14.161437 19.599802 10.013092 -0.276 0.068 0.152
N 15.389580 21.515774 11.412143 -4.096 -5.429 -1.333
S 13.973349 22.176087 11.177166 -2.709 4.577 -0.519
O 12.731131 21.459024 11.266873 1.075 -0.571 0.099
O 13.929857 23.458136 11.872232 0.997 -0.967 -0.468
C 14.038339 22.707688 9.335067 -0.981 -0.938 0.283
F 15.271214 22.710348 8.836951 -0.041 0.415 0.109
F 13.308197 21.852808 8.600244 0.252 0.267 0.142
F 13.452793 23.906759 9.223463 0.626 -0.109 -0.035
C 21.037181 26.813080 15.756270 -0.545 -1.149 -1.339
C 21.019714 26.637091 14.237110 0.076 -0.511 -0.400
O 22.336578 26.732168 13.722460 -0.193 -0.105 -0.347
H 19.980474 26.795414 16.037369 0.201 0.629 0.659
H 21.658998 27.673290 15.979360 -0.415 0.213 0.424
H 21.482748 25.900492 16.157058 0.194 0.169 0.262
H 20.329879 27.314341 13.720877 0.521 0.647 0.176
H 20.572246 25.679508 13.925521 0.168 -0.260 0.459
H 22.741792 25.842482 13.837726 -0.181 0.670 0.172
C 14.276065 23.338861 15.258399 -0.401 -1.457 0.337
C 15.581841 22.609485 14.969002 -0.370 1.123 -0.410
O 16.260010 23.165747 13.810663 -0.270 0.851 1.452
H 13.973616 22.956187 16.240410 0.061 0.499 0.214
H 13.468640 22.963963 14.629705 0.145 0.500 -0.476
H 14.342958 24.422803 15.257382 0.046 0.011 -0.013
H 15.387404 21.575099 14.701670 0.257 -0.140 0.353
H 16.220446 22.748343 15.842076 0.274 -0.558 -0.130
H 16.611339 24.032065 14.047556 -0.104 -0.029 0.006
C 19.872936 23.675362 18.617264 0.808 0.547 0.756
C 21.331844 23.278139 18.285204 -1.655 1.071 0.396
O 21.465744 21.879706 18.477244 0.563 0.197 -0.270
H 19.101686 23.123879 18.087272 0.145 -0.176 -0.050
H 19.693194 24.750244 18.529312 0.178 -0.016 -0.516
H 19.789296 23.552115 19.702369 -0.421 -0.471 -0.064
H 21.968985 23.852285 18.962694 0.269 -0.185 -0.095
H 21.587805 23.539698 17.261526 0.123 -0.394 -0.067
H 21.340315 21.625162 19.399706 0.099 -0.131 -0.067
C 16.120287 21.572906 18.507971 0.626 0.082 0.165
C 17.177324 20.506793 18.210500 -1.734 -0.287 -0.420
O 16.451537 19.283864 18.025816 0.831 0.245 -0.450
H 15.768599 21.482064 19.534621 -0.110 0.359 -0.024
H 15.274015 21.498195 17.824887 0.004 -0.467 0.019
H 16.553327 22.549830 18.267541 -0.032 0.171 0.651
H 17.892672 20.310882 19.008776 0.267 0.662 0.015
H 17.641397 20.885110 17.291768 0.536 -0.670 -0.062
H 17.083589 18.647508 17.617439 -0.503 0.017 0.123
C 23.135771 19.163823 12.612905 -0.832 0.540 -0.254
C 24.421632 19.521336 11.868677 0.108 -0.019 1.153
O 25.004882 18.372978 11.268400 0.055 0.202 -0.172
H 22.679582 20.025252 13.111995 0.414 0.159 0.133
H 23.275662 18.404102 13.382297 0.304 0.015 -0.019
H 22.319979 18.826763 11.967369 0.321 -0.249 -0.331
H 25.119465 19.944626 12.603261 0.044 -0.117 0.106
H 24.342647 20.328974 11.140549 -0.452 -0.382 -0.383
H 25.313446 17.827208 11.999440 -0.004 -0.115 -0.137
C 25.852635 24.025473 13.422551 0.837 -0.574 1.534
C 24.359316 23.993711 13.146861 0.818 0.141 -0.958
O 23.493023 24.378884 14.200362 0.679 -0.187 0.129
H 26.100611 23.339667 14.243429 -0.142 -0.011 0.029
H 26.280451 24.977522 13.743753 -0.491 0.257 -0.160
H 26.493401 23.670362 12.614158 -0.497 0.033 -0.424
H 24.104332 22.981292 12.824255 -0.154 0.068 -0.218
H 24.240634 24.704621 12.325507 -0.691 -0.137 -0.027
H 23.418628 23.629685 14.810723 -0.279 -0.103 0.076
C 20.891289 14.719247 15.150946 -0.393 0.731 -1.087
C 21.225716 16.213138 15.111648 1.473 -1.088 1.113
O 20.336545 16.943237 15.931702 -0.465 0.345 -0.397
H 20.382585 14.520550 16.090587 0.300 -0.341 0.093
H 21.843804 14.209938 15.013007 -0.180 -0.403 0.366
H 20.252827 14.419970 14.314839 -0.180 -0.025 0.162
H 21.404121 16.592535 14.100951 -0.530 0.230 0.034
H 22.198832 16.206554 15.621596 0.060 0.614 -0.202
H 20.757285 17.758925 16.233961 0.074 0.188 0.023
C 18.742325 20.874024 7.994331 0.843 -0.028 -1.015
C 19.288602 21.056845 9.403751 -1.449 0.754 -0.302
O 18.184551 21.280992 10.290570 0.165 -0.765 -0.208
H 18.299616 19.908474 7.745145 0.189 -0.183 0.428
H 19.585662 21.038864 7.310548 -0.065 -0.304 -0.081
H 18.001843 21.604532 7.664818 -0.009 0.288 0.636
H 19.821732 22.009471 9.441509 0.402 -0.309 0.045
H 19.889545 20.217915 9.757426 0.136 0.115 -0.125
H 17.677227 20.452992 10.399295 0.266 -0.039 -0.231
C 16.474441 15.297877 16.428352 0.068 0.058 -0.049
C 16.834257 16.640362 15.795867 0.464 -0.181 1.098
O 17.741240 17.395958 16.599599 0.165 -0.031 -0.097
H 15.675815 14.881577 15.810068 -0.020 -0.291 0.188
H 16.127585 15.421346 17.454969 -0.227 0.216 -0.095
H 17.298580 14.586801 16.501413 0.130 0.101 -0.345
H 15.917528 17.229072 15.787161 0.020 0.106 -0.550
H 17.286123 16.489399 14.815113 -0.344 0.143 -0.238
H 18.667532 17.236418 16.326116 -0.196 -0.292 0.046
C 16.346416 26.220401 9.951585 0.334 -0.612 0.609
C 16.718140 25.367319 11.193206 -0.824 1.534 -0.719
O 17.096492 24.060911 10.771408 -0.011 1.340 -0.582
H 15.287533 26.081489 9.743399 0.027 0.125 -0.225
H 16.931978 25.850246 9.109194 -0.018 0.248 -0.150
H 16.578975 27.269442 10.125598 -0.109 0.034 -0.089
H 15.802633 25.342212 11.783976 0.177 -0.731 0.238
H 17.483964 25.884088 11.774955 0.341 -0.426 -0.056
H 17.844758 24.185783 10.164492 0.086 -0.183 0.225
C 22.031213 24.824366 9.652310 -0.483 0.020 -1.243
C 21.249651 25.287160 10.856651 0.444 0.370 0.363
O 19.871034 24.907180 10.800835 0.632 -0.425 0.227
H 21.534232 25.195904 8.748246 -0.068 0.060 0.055
H 22.029980 23.739634 9.522633 0.089 -0.044 0.353
H 23.053577 25.191303 9.559722 0.051 0.015 0.510
H 21.303914 26.369800 10.987175 -0.011 0.039 -0.249
H 21.717825 24.896134 11.766169 -0.163 -0.126 0.048
H 19.830525 24.179847 11.451309 -0.677 0.079 -0.149

=====

| no. | frontier orbital gap (eV) | HOMO (eV) |
| --- | --- | --- |
| 1 | 10.06 | -9.62 |
| 2 | 5.48 | -4.88 |